[1]
C4H6N3O2 | wB97M-V/def2-TZVPD

Its charge is -1. The strongest force on any atom is 5.24 eV/A. The highest occupied orbital energy is -3.78 eV. The calculation puts the calculated total energy at -12807.330 eV. Its SMILES is [O-][N+]([O-])=NC1=NCCC1. The molar mass comes out at 128.111 g/mol. For the LUMO energy, the calculation gives 0.14603 Ha. The frontier orbital gap is 7.758 eV.

Cartesian coordinates (Å):
C: -0.577 -0.100 -0.233
C: 0.622 0.737 -0.743
C: 1.720 0.328 0.158
C: 1.253 -0.911 0.841
N: -0.209 -0.881 0.855
N: -1.799 0.089 -0.678
N: -2.992 -0.043 -0.149
O: -3.882 -0.211 -0.997
O: -3.203 0.144 1.044
H: 1.021 0.620 -1.680
H: 0.168 1.765 -0.775
H: 2.612 0.170 -0.593
H: 1.948 1.112 0.840
H: 1.642 -1.763 0.260
H: 1.675 -1.057 1.852

***

[2]
C4H6N3O3 | wB97M-V/def2-TZVPD

Its charge is -1. The strongest force on any atom is 3.28 eV/A. The highest occupied orbital energy is -2.49 eV. The calculation puts the calculated total energy at -14854.647 eV. The molar mass comes out at 144.110 g/mol. For the LUMO energy, the calculation gives 0.13829 Ha. The frontier orbital gap is 6.253 eV.

Cartesian coordinates (Å):
C: 1.814 0.369 1.085
C: 0.744 0.085 1.998
C: 1.168 0.841 -0.036
C: -0.437 0.257 1.345
N: -0.182 0.831 0.113
N: -1.898 -0.587 -1.458
N: -1.525 0.687 -1.576
O: -0.976 0.902 -2.653
O: 1.640 1.346 -1.213
O: -1.746 -0.190 1.825
H: 2.967 0.329 1.356
H: 0.759 -0.300 3.048
H: -2.482 -1.039 -0.657
H: -1.302 -1.222 -2.083
H: 0.940 1.134 -1.946
H: -2.354 0.307 1.191

***

[3]
C4H6N3O4 | wB97M-V/def2-TZVPD

Its charge is +1. The strongest force on any atom is 1.76 eV/A. The highest occupied orbital energy is -14.43 eV. The calculation puts the calculated total energy at -16899.814 eV. Its SMILES is [NH2+]=C(O)[C@@]1(O)NC(=O)NC1=O. The molar mass comes out at 160.109 g/mol. For the LUMO energy, the calculation gives -0.16582 Ha. The frontier orbital gap is 9.920 eV.

Cartesian coordinates (Å):
C: -0.599 0.893 -1.055
C: -0.164 -0.394 -0.115
C: -1.812 0.932 0.929
C: 1.322 -0.396 0.227
N: -1.547 1.508 -0.340
N: -1.010 -0.181 1.004
N: 2.115 -1.043 -0.569
O: -0.129 1.095 -2.125
O: -0.379 -1.583 -0.822
O: -2.574 1.343 1.735
O: 1.679 0.289 1.253
H: -2.035 2.339 -0.646
H: -0.998 -0.751 1.836
H: 3.124 -1.070 -0.465
H: 1.697 -1.561 -1.341
H: -1.323 -1.741 -0.959
H: 2.633 0.320 1.453

***

[4]
C4H6N4 | wB97M-V/def2-TZVPD

Its charge is 0. The strongest force on any atom is 5.98 eV/A. The highest occupied orbital energy is -7.43 eV. The calculation puts the calculated total energy at -10198.935 eV. The molar mass comes out at 110.120 g/mol. For the LUMO energy, the calculation gives -0.04551 Ha. The frontier orbital gap is 6.187 eV.

Cartesian coordinates (Å):
C: 0.382 1.345 0.093
C: -1.941 0.287 -0.053
C: 1.597 1.830 -0.319
C: -2.609 -0.822 -0.285
N: -0.740 2.166 0.217
N: -1.826 1.567 0.118
N: 0.064 0.050 0.388
N: 0.700 -1.107 0.040
H: 2.382 1.122 -0.612
H: 1.749 2.876 -0.551
H: -1.982 -1.710 -0.248
H: -3.579 -0.572 -0.552
H: -0.073 -1.918 0.193
H: 0.877 -1.127 -0.926

***

[5]
C4H6N4 | wB97M-V/def2-TZVPD

Its charge is 0. The strongest force on any atom is 2.47 eV/A. The highest occupied orbital energy is -8.82 eV. The calculation puts the calculated total energy at -10203.223 eV. Its SMILES is [H]/N=C1/C=CN=CNN1. The molar mass comes out at 110.120 g/mol. For the LUMO energy, the calculation gives 0.01069 Ha. The frontier orbital gap is 9.109 eV.

Cartesian coordinates (Å):
C: 0.212 -0.609 1.099
C: -0.225 1.263 -1.393
C: 0.148 -1.075 -1.421
C: 0.116 -1.462 -0.111
H: 0.320 -0.569 3.030
H: 0.388 1.238 1.719
H: -0.864 2.336 0.135
H: -0.363 2.151 -2.058
H: 0.227 -1.858 -2.157
H: -0.007 -2.501 0.056
N: 0.276 -1.232 2.234
N: 0.194 0.743 0.894
N: -0.664 1.359 -0.087
N: 0.242 0.216 -1.940

***

[6]
C4H6N4 | wB97M-V/def2-TZVPD

Its charge is 0. The strongest force on any atom is 7.58 eV/A. The highest occupied orbital energy is -9.18 eV. The calculation puts the calculated total energy at -10200.199 eV. Its SMILES is [H]/N=C(/N)NC(=C)C#N. The molar mass comes out at 110.120 g/mol. For the LUMO energy, the calculation gives 0.00738 Ha. The frontier orbital gap is 9.384 eV.

Cartesian coordinates (Å):
C: 1.041 0.308 -0.484
C: -1.065 -0.254 0.351
C: -2.289 0.171 0.566
C: -0.582 -1.605 -0.337
H: 3.004 0.386 -0.364
H: 1.991 1.142 0.958
H: 0.257 -1.018 -1.510
H: -0.070 1.416 0.923
H: -3.301 -0.175 0.454
H: -2.070 1.227 1.146
N: 2.157 1.264 -0.126
N: 1.353 -0.769 -1.303
N: -0.020 0.614 0.314
N: -0.407 -2.707 -0.587